111
Properties=species:S:1:pos:R:3:forces:R:3 method="wB97M-V/def2-TZVPD" e_lumo_ev=-3.883 charge=+1 e_tot_ha=-4860.91878 largest_force_ev_per_a=4.5 homo_lumo_gap_ha=0.278
C 6.774 3.424 1.729 -0.189 0.029 -0.973
C 6.112 3.414 0.259 -0.275 0.701 -2.190
C 6.969 4.111 -0.859 -3.929 -1.836 -1.243
C 6.411 4.132 -2.306 -2.111 -1.812 2.987
C 5.046 3.470 -2.586 0.614 -0.056 2.302
C 4.151 2.795 -1.483 3.938 1.848 0.829
C 2.773 2.162 -1.980 1.369 1.002 -0.749
P 1.572 1.700 -0.611 0.674 -0.829 -1.641
C 0.910 3.161 0.397 -0.766 0.709 3.067
F 0.058 2.583 1.409 1.929 0.970 -2.270
F 1.905 3.877 1.106 -2.222 -1.779 -2.184
C -0.053 4.162 -0.440 -1.844 2.064 -0.054
F 0.205 4.172 -1.825 -0.212 -0.055 3.320
F -1.424 3.785 -0.297 3.956 0.884 -0.381
F 0.108 5.454 0.120 -0.473 -3.517 -1.874
C 4.706 2.776 -0.041 1.835 1.410 -2.771
H 7.178 4.471 1.966 -0.648 -1.523 -0.470
H 7.671 2.695 1.716 -1.611 1.037 0.203
H 6.008 3.162 2.531 1.122 0.134 -1.106
H 7.986 4.586 -0.652 -1.731 -0.844 -0.097
H 6.990 4.619 -3.162 -0.980 -0.841 1.416
H 4.652 3.458 -3.671 0.709 0.082 1.941
H 3.041 1.268 -2.667 -0.882 0.989 1.444
H 2.274 2.946 -2.671 0.447 -1.314 1.291
H 0.417 1.115 -1.266 0.690 0.581 0.714
H 2.098 0.632 0.219 -0.432 1.086 -0.282
H 4.109 2.280 0.805 1.153 0.874 -1.254
C 9.941 -2.705 0.686 -0.226 0.800 -0.314
C 10.522 -1.399 0.181 0.559 -0.521 0.629
O 9.711 -0.860 -0.876 -1.039 0.936 -0.290
C 8.636 -0.146 -0.491 1.478 -0.940 1.244
O 8.328 0.055 0.657 -0.340 0.269 -0.999
C 7.898 0.404 -1.709 -0.914 0.515 -1.635
F 7.761 -0.511 -2.692 0.205 0.101 0.629
F 8.545 1.455 -2.257 0.078 -0.377 0.530
F 6.655 0.832 -1.414 0.592 -0.376 0.324
H 9.806 -3.407 -0.136 0.142 0.227 0.017
H 10.596 -3.154 1.433 0.007 0.262 -0.104
H 8.959 -2.549 1.136 0.223 0.205 0.002
H 11.513 -1.578 -0.243 -0.237 0.173 -0.263
H 10.645 -0.673 0.989 -0.238 0.033 -0.188
C -3.888 2.644 0.929 0.022 -0.275 -0.272
C -5.313 2.996 1.304 0.549 0.229 0.564
O -6.202 2.733 0.206 -0.776 -0.827 -0.448
C -6.626 1.459 0.080 1.180 0.725 1.391
O -6.303 0.560 0.816 -0.298 0.790 -1.704
C -7.597 1.334 -1.090 -1.229 -0.397 -1.669
F -7.177 1.998 -2.188 0.217 -0.087 0.633
F -8.816 1.832 -0.788 1.034 -0.635 0.569
F -7.791 0.059 -1.474 0.427 0.455 0.621
H -3.591 3.166 0.016 -0.151 0.072 0.165
H -3.199 2.916 1.731 -0.108 0.012 -0.034
H -3.785 1.574 0.732 -0.034 0.035 0.149
H -5.385 4.064 1.517 -0.226 -0.115 -0.270
H -5.636 2.465 2.204 -0.070 -0.094 -0.261
C -4.303 -2.766 -1.869 0.162 -0.295 0.157
C -3.346 -1.711 -2.387 -0.919 -0.019 -0.296
O -2.079 -1.802 -1.712 1.239 -0.245 0.012
C -1.213 -2.719 -2.198 -1.878 0.221 -0.983
O -1.443 -3.439 -3.132 0.790 0.355 0.854
C 0.100 -2.673 -1.422 1.428 -0.917 1.159
F -0.087 -2.587 -0.088 -0.264 0.158 -0.573
F 0.856 -1.600 -1.770 -0.335 0.188 -0.188
F 0.864 -3.757 -1.625 -0.735 0.596 -0.259
H -4.403 -2.695 -0.783 -0.069 0.126 -0.101
H -5.290 -2.648 -2.323 0.106 0.040 0.022
H -3.938 -3.771 -2.091 -0.061 0.110 -0.109
H -3.745 -0.716 -2.173 0.328 -0.040 0.161
H -3.218 -1.780 -3.471 0.215 -0.128 0.180
C 10.448 -8.584 4.815 -0.350 0.142 0.000
C 11.423 -7.988 3.819 0.346 -0.466 0.667
O 10.721 -7.432 2.695 -0.459 1.067 -0.537
C 10.240 -6.183 2.857 1.065 -1.006 1.475
O 10.362 -5.534 3.864 -0.406 0.024 -1.035
C 9.565 -5.702 1.575 -1.273 0.414 -1.437
F 8.775 -6.643 1.018 0.397 0.192 0.539
F 10.469 -5.364 0.633 0.089 -0.611 0.628
F 8.777 -4.616 1.779 0.431 -1.411 0.560
H 9.796 -9.313 4.326 0.171 -0.029 0.019
H 10.981 -9.076 5.630 0.000 0.049 -0.103
H 9.800 -7.813 5.240 0.155 -0.018 0.030
H 12.072 -8.774 3.426 -0.194 0.179 -0.273
H 12.069 -7.240 4.285 -0.244 0.091 -0.154
C -6.910 -1.292 2.689 0.099 -0.178 0.673
C -8.334 -1.760 2.464 0.232 0.712 -0.141
O -8.439 -3.177 2.671 -0.331 -0.805 0.673
C -8.589 -3.578 3.951 0.095 1.879 -0.411
O -8.634 -2.830 4.894 -0.008 -1.008 -0.382
C -8.737 -5.095 4.021 -0.091 -2.050 0.241
F -7.853 -5.738 3.229 -0.162 0.605 0.158
F -9.964 -5.497 3.628 0.324 0.599 0.050
F -8.555 -5.578 5.263 -0.026 0.727 -0.450
H -6.216 -1.858 2.063 -0.108 0.155 -0.103
H -6.811 -0.231 2.455 -0.163 -0.580 0.387
H -6.604 -1.449 3.726 -0.162 -0.017 -0.018
H -8.622 -1.572 1.427 -0.020 -0.351 0.067
H -9.041 -1.218 3.098 0.096 -0.264 0.094
C -10.419 3.810 -2.048 -0.394 0.264 0.130
C -9.489 4.465 -3.050 0.257 -0.424 0.574
O -10.235 5.029 -4.139 -0.376 0.926 -0.441
C -10.751 6.258 -3.928 1.047 -0.840 1.358
O -10.623 6.880 -2.905 -0.386 -0.064 -0.993
C -11.474 6.755 -5.178 -1.197 0.688 -1.573
F -12.248 5.804 -5.740 0.433 0.091 0.513
F -10.606 7.155 -6.132 0.083 -0.252 0.610
F -12.279 7.803 -4.929 0.579 -0.524 0.371
H -11.060 3.074 -2.541 0.161 -0.025 0.003
H -9.851 3.314 -1.261 -0.362 0.501 -0.356
H -11.080 4.547 -1.585 0.127 0.015 -0.044
H -8.826 3.712 -3.481 -0.197 0.169 -0.266
H -8.855 5.220 -2.578 -0.244 0.095 -0.130